Arrangement w

Formula: C3H4N2S2
Source: the OMol25 dataset
Level of theory: ωB97M-V with the def2-TZVPD basis set

Each line ends with the Löwdin charge.
Cartesian coordinates (Å):
C  -2.02  -0.49  0.43  0.1486
C  -1.60  -0.51  -0.77  -0.1369
C  -0.14  1.43  0.02  -0.3539
N  -1.33  0.85  -0.41  -0.0526
N  0.99  0.88  -0.11  -0.4410
S  3.32  -0.81  0.14  0.2943
S  2.60  1.10  0.00  0.4202
H  -2.44  -0.41  1.35  0.0527
H  -1.68  -0.98  -1.77  0.1246
H  -0.38  2.50  0.58  0.1569
H  3.86  -0.95  1.35  -0.2128

## Properties
HOMO energy: -8.17 eV
HOMO-LUMO gap: 8.624 eV
SMILES: SS/N=C/N1C=C1
LUMO level: 0.5 eV

=====

Arrangement x

Formula: C3H4N2S2
Source: the OMol25 dataset
Level of theory: ωB97M-V with the def2-TZVPD basis set

Each line ends with the Löwdin charge.
Cartesian coordinates (Å):
C  1.44  -1.00  0.29  -0.1975
C  1.97  0.21  -0.04  -0.0669
C  -0.17  0.32  0.26  -0.2975
N  0.10  -0.92  0.46  0.0439
N  0.81  1.14  -0.05  0.0471
S  -3.54  -0.78  0.02  0.1853
S  -2.91  1.07  0.24  0.0790
H  1.97  -1.90  0.49  0.0970
H  2.95  0.56  -0.22  0.0795
H  0.51  2.17  -0.12  0.1821
H  -3.12  -0.86  -1.31  -0.1520

## Properties
HOMO energy (alpha / beta): -8.77 / -8.93 eV
HOMO-LUMO gap (alpha / beta): 8.011 / 7.491 eV
LUMO level (alpha / beta): -0.8 / -1.4 eV

=====

Result of the stability comparison: arrangement w is the least stable of them.

=====

Arrangement w

Formula: C3H2O2S
Source: the OMol25 dataset
Level of theory: ωB97M-V with the def2-TZVPD basis set

Each line ends with the Löwdin charge.
Cartesian coordinates (Å):
C  -1.17  1.01  0.20  0.1769
C  0.03  1.02  0.42  -0.0854
C  1.43  0.97  0.68  -0.7415
O  2.43  1.75  0.35  -0.2598
O  2.11  -0.85  0.70  -0.1816
S  2.12  1.71  2.05  1.0325
H  -2.22  0.95  0.10  0.0378
H  2.38  -0.99  -0.23  0.0211

## Properties
2S+1: 3
HOMO energy (alpha / beta): -7.54 / -10.45 eV
HOMO-LUMO gap (alpha / beta): 7.391 / 7.784 eV
LUMO level (alpha / beta): -0.2 / -2.7 eV

=====

Arrangement x

Formula: C3H2O2S
Source: the OMol25 dataset
Level of theory: ωB97M-V with the def2-TZVPD basis set

Each line ends with the Löwdin charge.
Cartesian coordinates (Å):
C  -0.41  0.91  -0.54  -0.3122
C  1.48  -0.32  -0.46  -0.5332
C  -0.88  -0.13  0.49  -0.4480
O  -0.79  1.86  -1.09  0.1220
O  2.63  -0.44  -0.68  0.0652
S  0.45  -1.36  0.49  0.9111
H  -0.71  0.32  1.52  0.0918
H  -1.76  -0.84  0.26  0.1034

## Properties
2S+1: 3
HOMO energy (alpha / beta): -6.09 / -10.33 eV
HOMO-LUMO gap (alpha / beta): 6.306 / 8.091 eV
LUMO level (alpha / beta): 0.2 / -2.2 eV

=====

Result of the stability comparison: arrangement w is the least stable of them.